{
  "formula": "C36H46GeIMoN3O9S2",
  "method": "the ωB97M-V functional and the def2-TZVPD basis",
  "elements": ["Mo", "C", "C", "N", "C", "C", "C", "O", "C", "C", "N", "C", "C", "C", "C", "C", "C", "I", "C", "O", "H", "H", "H", "H", "H", "H", "H", "H", "H", "H", "H", "H", "O", "C", "C", "C", "C", "C", "C", "C", "C", "N", "H", "H", "H", "H", "H", "H", "H", "H", "H", "H", "H", "O", "S", "O", "O", "C", "C", "C", "C", "C", "C", "S", "O", "O", "O", "H", "H", "H", "H", "C", "C", "C", "C", "Ge", "C", "C", "C", "C", "H", "H", "H", "H", "H", "H", "H", "H", "H", "H", "H", "H", "H", "H", "H", "H", "H", "H", "H"],
  "xyz": [[-0.20461, -0.14492, -0.87771], [-0.41256, -2.41820, -4.75819], [-1.20338, -1.16607, -4.61873], [-1.64790, -0.62909, -5.72706], [-2.27664, 0.52820, -5.75221], [-2.51760, 1.27600, -4.61062], [-3.03946, 2.68976, -4.70663], [-4.09568, 2.96907, -3.82255], [-2.11661, 0.72711, -3.37206], [-2.39742, 1.39003, -2.14493], [-1.87901, 1.04103, -0.99906], [-2.39824, 1.61708, 0.17555], [-2.44455, 2.98101, 0.44515], [-3.02529, 3.41952, 1.62680], [-3.57825, 2.51605, 2.52228], [-3.55065, 1.14901, 2.26483], [-2.94955, 0.72801, 1.09785], [-2.87578, -1.31442, 0.44078], [-1.42583, -0.52418, -3.37236], [-0.98580, -0.96063, -2.21607], [-0.48906, -2.74480, -5.79076], [0.63485, -2.21258, -4.53246], [-0.78512, -3.18831, -4.09073], [-2.57187, 0.87515, -6.73298], [-2.20886, 3.34715, -4.42270], [-3.31218, 2.90357, -5.74431], [-4.92451, 2.64276, -4.19013], [-3.13753, 2.19256, -2.16849], [-2.01902, 3.67144, -0.26689], [-3.05711, 4.47671, 1.84214], [-4.05813, 2.87044, 3.42102], [-3.99628, 0.44589, 2.95013], [-1.05266, -3.42558, -1.38455], [0.17578, -3.97320, -1.84209], [1.01869, -4.52214, -0.69377], [1.31925, -3.38412, 0.28454], [2.33216, -2.40067, -0.21401], [3.64528, -2.82030, -0.42735], [4.62853, -1.90386, -0.74351], [4.28003, -0.55972, -0.75258], [2.96614, -0.21248, -0.52673], [1.98613, -1.10776, -0.33058], [-1.62827, -4.15557, -1.11598], [0.72471, -3.14544, -2.31174], [-0.00621, -4.75630, -2.58564], [1.93459, -4.94985, -1.09839], [0.47495, -5.31036, -0.17132], [1.70040, -3.80370, 1.21894], [0.37781, -2.85816, 0.48371], [3.88736, -3.86601, -0.32836], [5.64475, -2.21473, -0.93016], [5.01508, 0.20752, -0.92053], [2.67969, 0.83146, -0.46258], [0.57121, 3.76464, 0.10180], [0.71098, 2.72934, -0.87054], [-0.25494, 2.69683, -1.93011], [0.57403, 1.39018, -0.04396], [2.28494, 2.95995, -1.69775], [3.10500, 3.96575, -1.20893], [4.13011, 4.45887, -2.00314], [4.32342, 3.95687, -3.28132], [3.52609, 2.92042, -3.75364], [2.49672, 2.44340, -2.96314], [1.51577, 1.07849, -3.55102], [0.38517, 1.48080, -4.32213], [2.39230, 0.11098, -4.13959], [1.08821, 0.47577, -2.20756], [2.89877, 4.37767, -0.23441], [4.74665, 5.26151, -1.63385], [5.08767, 4.37915, -3.91257], [3.67648, 2.48782, -4.73094], [-0.25974, 0.82335, 6.67763], [-0.68893, 1.12712, 5.24659], [0.50870, 1.34701, 4.32838], [0.09649, 1.48604, 2.86385], [0.24158, -0.31554, 1.93205], [-0.69044, -1.86115, 2.95287], [0.14372, -2.42098, 4.08952], [-0.48705, -3.71296, 4.64255], [-1.86715, -3.52024, 5.25688], [-1.13196, 0.72875, 7.31889], [0.36728, 1.62117, 7.06781], [0.30335, -0.10628, 6.72506], [-1.30943, 2.02574, 5.23879], [-1.29533, 0.30192, 4.86124], [1.22430, 0.52392, 4.44324], [1.02727, 2.25898, 4.63271], [0.76584, 2.15650, 2.32270], [-0.90533, 1.90848, 2.79580], [1.73508, -0.65391, 2.23646], [-0.94603, -2.67551, 2.27590], [-1.62878, -1.44993, 3.32691], [0.23285, -1.69017, 4.89023], [1.15394, -2.65008, 3.73811], [0.18703, -4.10481, 5.40674], [-0.55335, -4.45523, 3.84535], [-1.83594, -2.77911, 6.04985], [-2.20347, -4.46042, 5.68682], [-2.59762, -3.21446, 4.51369]],
  "forces_ev_per_angstrom": [[0.831, -0.101, 2.116], [0.004, -0.017, 0.096], [0.197, -0.252, 1.201], [-0.093, -0.119, -0.695], [-0.011, 0.186, 0.320], [-0.025, -0.010, 0.702], [0.380, -0.056, -0.270], [-0.427, 0.057, 0.247], [0.586, -0.868, -1.190], [-0.137, 0.153, 1.200], [-0.701, 0.889, -1.811], [-0.576, 0.122, 0.987], [0.109, -0.238, -0.184], [-0.053, -0.079, -0.045], [-0.015, -0.021, -0.037], [0.095, -0.078, -0.123], [-0.041, -0.524, -0.310], [0.161, 0.668, 0.368], [-1.377, 1.745, -2.512], [0.080, -2.425, -0.407], [0.030, -0.066, 0.022], [0.097, -0.066, 0.036], [0.008, -0.117, 0.029], [-0.086, 0.168, -0.026], [-0.163, 0.045, -0.157], [0.080, 0.043, 0.085], [0.007, 0.048, -0.010], [-0.004, -0.220, 0.103], [0.009, 0.115, 0.003], [-0.004, 0.069, -0.010], [-0.007, 0.043, 0.111], [-0.059, -0.063, 0.070], [-0.484, -0.210, 0.230], [0.555, -0.418, 0.060], [-0.326, 0.436, -0.103], [-0.179, -0.192, -0.135], [0.106, -0.160, 0.206], [-0.079, 0.195, -0.076], [-0.296, 0.084, 0.079], [-0.200, 0.010, 0.116], [0.444, 0.221, -0.009], [-0.339, 0.270, -0.371], [0.141, 0.048, -0.090], [-0.175, -0.214, -0.060], [0.066, 0.177, -0.028], [0.047, -0.097, 0.019], [0.018, -0.092, -0.040], [-0.089, 0.120, 0.072], [0.166, -0.123, 0.153], [-0.030, -0.141, 0.022], [0.074, -0.052, -0.011], [0.097, 0.157, -0.010], [0.225, -0.333, -0.170], [0.477, -0.181, 0.227], [-0.413, 2.799, -0.352], [0.442, 0.590, 0.106], [-0.198, -0.102, 0.034], [-0.276, 0.079, 0.557], [-0.120, -0.117, 0.188], [-0.097, -0.095, -0.121], [-0.106, -0.038, 0.153], [-0.201, -0.045, 0.011], [-0.134, -0.533, -0.282], [0.230, -1.021, -0.939], [0.242, 0.581, -0.101], [0.231, 0.393, -0.027], [0.371, -0.483, -0.273], [0.025, 0.121, 0.087], [0.099, 0.079, 0.051], [0.140, -0.024, -0.086], [0.088, -0.014, -0.095], [-0.221, 0.041, -0.204], [0.290, -0.109, 0.180], [-0.312, -0.568, -0.163], [-0.204, 0.280, -0.803], [0.759, -1.068, 3.412], [-0.056, 0.490, -0.692], [0.184, -0.137, -0.117], [0.056, 0.278, 0.129], [0.247, -0.164, -0.074], [-0.003, -0.026, 0.142], [0.065, 0.062, 0.085], [0.086, -0.089, 0.055], [-0.088, -0.013, -0.098], [-0.110, 0.005, -0.015], [0.121, 0.055, 0.160], [0.123, -0.015, -0.104], [-0.033, -0.169, -0.102], [-0.024, -0.064, -0.142], [-0.205, 0.099, -0.461], [0.016, 0.100, -0.159], [-0.052, 0.097, -0.108], [0.085, 0.103, 0.147], [0.043, 0.047, 0.051], [0.026, -0.081, -0.076], [0.127, -0.072, -0.073], [-0.059, 0.151, 0.138], [-0.120, -0.008, 0.061], [-0.177, 0.069, -0.070]],
  "mulliken_charge": [-0.1990, -0.9500, 0.5580, -0.5490, -1.1795, 0.9574, -0.9103, -0.5406, 0.8969, -1.5994, 0.9448, -0.3622, -0.0319, -1.0683, -0.7674, -0.5179, 0.1479, 0.3976, 0.1289, -0.3168, 0.4107, 0.2648, 0.2014, 0.4604, 0.2759, 0.4785, 0.3220, 1.1310, 0.6534, 0.4668, 0.4942, 0.5905, -0.4340, -0.1805, -1.2655, 0.4367, 0.3190, -0.9384, -1.0711, -0.8045, -1.1225, 1.3849, 0.3099, -0.0695, 0.5801, 0.4752, 0.4615, 0.5432, -0.5932, 0.5974, 0.4764, 0.6168, 0.6865, -0.8144, 2.1526, -0.5062, -0.7349, -0.5083, -0.4763, -0.8359, -0.7154, -0.7316, 0.1591, 2.1947, -0.6159, -0.7473, -1.0684, 0.5718, 0.4824, 0.4744, 0.6058, -1.5700, 0.1379, -1.1052, 0.2961, 1.6434, -1.1773, -0.2126, -0.6967, -1.1462, 0.3859, 0.4153, 0.3249, 0.4325, 0.0639, 0.3516, 0.5526, 0.3508, -0.3830, -0.1109, 0.7354, 0.6159, -0.0003, 0.3409, 0.4177, 0.3087, 0.2702, 0.4197, 0.2563],
  "e_tot_ha": -5479.37389,
  "charge": 2,
  "molar_mass_g_mol": 1024.36
}